Entry from the Open Molecules 2025 dataset: a 2-piece molecular cluster, C4H8O2 overall (ωB97M-V/def2-TZVPD).

Computed properties:
Highest occupied orbital energy = -0.3066 hartree
Calculated total energy = -8370.4368 eV
LUMO level = 0.03867 hartree
Frontier orbital gap = 9.396 eV

Element x y z (Å)
C (-0.2486, 1.6928, -0.3652)
C (0.9458, 1.1019, -0.3164)
O (1.1635, -0.1257, 0.2531)
C (0.0813, -0.5182, 1.0800)
C (-1.2479, -0.2536, 0.3854)
O (-1.4022, 1.1276, 0.1061)
H (-0.3970, 2.6789, -0.7877)
H (1.8437, 1.5543, -0.7186)
H (0.1212, 0.0409, 2.0249)
H (0.2092, -1.5844, 1.2847)
H (-2.0869, -0.5411, 1.0252)
H (-1.2950, -0.8274, -0.5507)
H (1.0601, -1.8958, -1.7031)
H (1.3463, -2.5546, -1.8966)

Atomic partial charges in e from the Mulliken method, atoms 1 to 6: -0.19 -0.19 -0.34 -0.42 -0.34 -0.38